Entry 1:
DFT (the ωB97M-V functional and the def2-TZVPD basis) results for a molecular structure, C21H55F3MnN5O8S in a non-equilibrium geometry.

Computed properties:
Kohn-Sham gap (spin up / spin down) ... 7.53 / 6.99 eV
Highest occupied orbital energy (spin up / spin down) ... -10.5 / -10.5 eV
Electronic energy ... -96802.05791 eV

```
! wB97M-V def2-TZVPD RIJCOSX def2/J DEFGRID3
* xyz 1 6
Mn -1.57622 2.57851 2.39732
C -0.80691 -1.02339 -0.55889
F -2.10774 -0.73033 -0.63137
F -0.60439 -2.31707 -0.50765
F -0.21091 -0.51796 -1.63620
S -0.06108 -0.20902 0.95362
O -0.24422 -1.13411 2.05829
O 1.30902 0.07815 0.59369
O -0.81582 1.02645 1.21196
C 1.61825 1.19945 5.19960
C 0.70706 2.10581 4.35575
C 1.41871 2.55159 3.09247
O 0.46373 3.27538 2.31832
C 1.00438 3.97713 1.21365
N -0.54630 1.35718 4.00862
H 1.88218 0.29707 4.65349
H 1.15396 1.05916 6.17583
H 2.53124 1.75065 5.44791
H 0.53198 3.01678 4.93351
H 1.83198 1.68037 2.56587
H 2.30030 3.17127 3.28309
H 0.22168 4.59973 0.78162
H 1.38543 3.37812 0.38163
H 1.81562 4.63126 1.54552
H -0.91245 1.09324 4.92498
H -0.20598 0.45098 3.66459
C -2.84713 -4.35170 1.60338
C -1.75558 -4.48285 2.66838
C -0.39143 -4.70121 2.04137
O -0.39483 -5.95155 1.36506
C 0.88610 -6.33476 0.96089
N -1.82736 -3.25100 3.48523
H -2.92717 -5.20853 0.93559
H -2.70454 -3.44049 1.01231
H -3.80827 -4.21783 2.10366
H -2.03590 -5.29073 3.34552
H 0.34578 -4.76962 2.85141
H -0.18528 -3.88957 1.33768
H 0.96783 -7.42130 0.90795
H 1.68812 -6.00680 1.63392
H 1.14975 -5.95010 -0.03381
H -1.31507 -2.48139 3.05440
H -1.30278 -3.44041 4.33909
C -4.41577 3.11345 -0.79478
C -3.75968 3.04317 0.58050
C -4.06899 1.68511 1.20842
O -3.32209 1.42273 2.40037
C -3.56039 0.09832 2.89920
N -2.27193 3.28771 0.48896
H -4.46534 4.15593 -1.11326
H -5.42113 2.70369 -0.67908
H -3.89534 2.59368 -1.59839
H -4.15660 3.81362 1.24556
H -3.92663 0.86279 0.49460
H -5.14368 1.61159 1.41123
H -3.24240 -0.69676 2.22414
H -4.61248 0.02709 3.17788
H -2.97817 -0.03811 3.80888
H -1.95585 2.63011 -0.23170
H -2.11095 4.14062 -0.04741
C 2.86682 -3.20363 -2.04916
C 3.82451 -2.01888 -1.87391
C 4.73405 -1.87357 -3.06645
O 5.63390 -2.95006 -3.07523
C 6.54730 -2.86775 -4.14373
N 3.00639 -0.81578 -1.75864
H 2.71691 -3.72740 -1.10157
H 3.35714 -3.96465 -2.66710
H 1.91277 -2.97439 -2.51742
H 4.41565 -2.18095 -0.96687
H 5.32434 -0.94378 -3.01471
H 4.14194 -1.79178 -3.98999
H 6.00718 -3.06686 -5.07578
H 7.33833 -3.59507 -3.98179
H 7.03263 -1.88671 -4.22232
H 2.28440 -0.80933 -1.05493
H 3.56431 0.02191 -1.64644
C -1.91163 4.54641 -3.71677
C -1.29921 3.20957 -3.33344
C -0.28187 2.71431 -4.34054
O 0.17805 1.47437 -3.86384
C 1.12945 0.85488 -4.71502
N -0.60948 3.36673 -1.99640
H -2.25896 5.11928 -2.86068
H -2.67766 4.38183 -4.47649
H -1.17048 5.17474 -4.22460
H -2.04229 2.42594 -3.17116
H 0.56058 3.40701 -4.47348
H -0.76774 2.56871 -5.31815
H 2.03246 1.47316 -4.76093
H 0.72452 0.74939 -5.72531
H 1.36730 -0.10282 -4.26540
H 0.03077 4.14582 -2.14833
H -0.03067 2.52802 -1.91776
*
```

Löwdin atomic charge list, values in e, 4 entries: Mn 1.026; C -0.660; F 0.133; F 0.172

Entry 2:
DFT (the ωB97M-V functional and the def2-TZVPD basis) results for a gas-phase ion, H4NO2SSi (charge -1) in a non-equilibrium geometry.

Computed properties:
Kohn-Sham gap ... 8.61 eV
Highest occupied orbital energy ... -4.6 eV
Relative energy (zero: lowest compared OMol25 entry of this formula, charge and spin) ... 10.38 kcal/mol
Electronic energy ... -24363.90330 eV

```
! wB97M-V def2-TZVPD RIJCOSX def2/J DEFGRID3
* xyz -1 1
N 1.43049 1.53256 0.39778
O 0.18495 -1.03992 0.55261
O 2.11819 -0.34602 -1.12207
Si -1.28749 -0.65334 0.17596
S 1.79831 0.03240 0.26603
H 1.25428 1.98434 -0.49302
H -1.51450 0.80894 0.13208
H -1.77025 -1.15813 -1.12676
H -2.21398 -1.16083 1.21740
*
```

Löwdin atomic charge list, values in e, 4 entries: N -0.383; O -0.659; O -0.574; Si 0.290

Entry 3:
DFT (the ωB97M-V functional and the def2-TZVPD basis) results for 2 unconnected molecules or ions with the total composition C2H4N2O in a non-equilibrium geometry.

Computed properties:
Kohn-Sham gap ... 9.19 eV
SMILES ... CN=O.C#N
Highest occupied orbital energy ... -9.9 eV
Relative energy (zero: lowest compared OMol25 entry of this formula, charge and spin) ... 88.84 kcal/mol
Electronic energy ... -7162.62701 eV

```
! wB97M-V def2-TZVPD RIJCOSX def2/J DEFGRID3
* xyz 0 1
C -0.57639 -0.21869 1.16688
N -0.64844 0.83676 0.18503
O -1.29838 0.61370 -0.82320
H -1.27117 -1.03617 0.94175
H 0.44623 -0.34104 1.36734
H -1.18791 0.07441 2.09208
C 1.56488 0.09124 -1.64525
N 2.24886 -0.80525 -1.63214
H 0.72231 0.78504 -1.65249
*
```

Löwdin atomic charge list, values in e, 4 entries: C -0.094; N -0.124; O -0.039; H 0.086

Entry 4:
DFT (the ωB97M-V functional and the def2-TZVPD basis) results for 12 unconnected molecules or ions with the total composition C32H69Cl8N7O10 in a non-equilibrium geometry.

Computed properties:
Kohn-Sham gap (spin up / spin down) ... 9.20 / 2.61 eV
Highest occupied orbital energy (spin up / spin down) ... -11.1 / -11.1 eV
Electronic energy ... -165382.88448 eV

```
! wB97M-V def2-TZVPD RIJCOSX def2/J DEFGRID3
* xyz 1 2
C -0.52332 -1.35977 0.67386
C -0.94822 -0.37622 -0.39429
O 0.14223 0.45029 -0.33754
C 1.22421 -0.17700 0.04171
O 2.34845 0.23804 -0.02800
O 0.84868 -1.34085 0.51274
H -0.86375 -2.37255 0.45824
H -0.79691 -0.99766 1.66488
H -1.82766 0.07042 0.06961
H -1.09707 -0.77194 -1.39894
C -3.57273 -3.04926 -0.03364
C -3.77401 -2.07070 1.11314
O -3.98699 -0.89350 0.87427
N -3.79575 -2.57823 2.35086
C -4.01561 -1.77129 3.53430
H -2.71864 -2.67198 -0.59604
H -4.53926 -3.12699 -0.53151
H -3.27971 -4.03123 0.33782
H -4.07282 -3.54793 2.40587
H -3.07469 -1.58324 4.05141
H -4.59921 -2.37726 4.22734
H -4.43662 -0.77010 3.44218
C 1.34154 1.49218 -6.03219
C 0.45287 1.34764 -4.82597
O 0.41371 0.27809 -4.19568
N -0.36378 2.33340 -4.63342
C -1.54573 2.33174 -3.79577
H 1.28514 0.53443 -6.54951
H 2.34260 1.69161 -5.64979
H 1.10483 2.44510 -6.50549
H -0.00863 3.19724 -5.01781
H -2.44664 2.42769 -4.40179
H -1.52657 3.16846 -3.09747
H -1.64107 1.48150 -3.12042
C -0.20841 -3.58993 3.66712
C -0.13490 -2.86320 4.96304
O 0.74006 -2.00605 5.16993
N -1.14419 -2.95419 5.82016
C -2.26509 -3.91643 5.81740
H 0.50291 -3.22128 2.92806
H -1.16749 -3.47055 3.16312
H -0.05205 -4.66736 3.71994
H -1.12423 -2.37053 6.64420
H -3.12315 -3.33615 6.15669
H -2.11259 -4.71219 6.54651
H -2.44346 -4.36826 4.84163
C -5.13980 -0.42763 -2.43042
C -4.63816 0.98967 -2.26229
O -4.80499 1.81892 -3.11090
N -3.87105 1.24161 -1.18342
C -3.38453 2.60955 -0.86573
H -4.78371 -0.90247 -3.34466
H -6.22916 -0.44959 -2.46064
H -4.97633 -1.08513 -1.57656
H -3.63186 0.51961 -0.51889
H -2.40956 2.63312 -0.37893
H -4.13361 3.04338 -0.20333
H -3.28652 3.26996 -1.72733
C 4.58699 3.14961 -0.27234
C 4.75219 2.41277 -1.59221
O 5.73683 2.61170 -2.30685
N 3.76469 1.60229 -1.93134
C 3.84457 0.82495 -3.16852
H 4.08755 2.61432 0.53521
H 3.94841 3.99066 -0.54246
H 5.59809 3.32987 0.09275
H 3.05665 1.45061 -1.22722
H 4.46638 -0.03816 -2.93085
H 4.23266 1.39814 -4.01051
H 2.88908 0.39492 -3.46889
C 2.50492 2.14580 4.82085
C 2.51548 2.00392 3.28575
O 2.20106 2.91722 2.56355
N 2.88526 0.86932 2.68690
C 3.28834 -0.44522 3.29370
H 1.79382 2.91405 5.12453
H 3.45732 2.29515 5.32951
H 2.14518 1.21662 5.26282
H 2.85624 0.92098 1.67864
H 3.95441 -1.04387 2.67236
H 2.38828 -1.04332 3.43611
H 3.71128 -0.27957 4.28456
C 0.78148 3.70021 -1.06478
C -0.41499 4.49881 -0.58252
O -0.97573 5.31533 -1.38296
N -0.81951 4.32733 0.71001
C -1.96798 5.00898 1.29768
H 0.57887 3.21328 -2.01869
H 1.00216 2.94089 -0.31457
H 1.62352 4.38642 -1.15530
H -0.30752 3.68638 1.29921
H -2.67682 5.34873 0.54255
H -1.63718 5.75329 2.02203
H -2.50459 4.19830 1.79055
Cl 6.43369 -0.64068 1.31116
C 5.86662 -1.07819 -0.35634
C 5.72414 -2.54404 -0.44032
Cl 4.72234 -3.16929 0.99591
H 6.50415 -0.64900 -1.12928
H 4.81631 -0.79591 -0.42886
H 6.72871 -2.96146 -0.37179
H 5.17176 -2.82284 -1.33768
Cl -2.21112 1.06449 2.93801
C -0.77864 0.89676 4.00567
C -1.03665 0.83451 5.49982
Cl -1.75815 2.36458 6.06803
H -0.14224 1.76751 3.84789
H -0.20708 0.02332 3.69180
H -0.13259 0.67025 6.08616
H -1.73994 0.05414 5.79056
Cl -0.49041 -4.16600 -1.43587
C 1.23171 -3.97016 -1.90444
C 1.34219 -2.90149 -2.98315
Cl 3.06528 -2.67614 -3.33800
H 1.48637 -4.96305 -2.27515
H 1.77011 -3.78155 -0.97566
H 0.91568 -1.93489 -2.71507
H 0.90561 -3.29292 -3.90200
Cl -1.11111 -3.61177 -6.34424
C -1.10713 -1.84235 -6.13018
C -2.39066 -1.31633 -5.35173
Cl -2.35711 -2.00214 -3.73765
H -0.96047 -1.34252 -7.08766
H -0.22428 -1.46366 -5.61513
H -3.35980 -1.50889 -5.81194
H -2.25171 -0.23603 -5.30983
*
```

Löwdin atomic charge list, values in e, 4 entries: C -0.154; C -0.124; O 0.100; C -0.566